Arrangement one

Below is a molecular structure, C27H31N3O3, with properties calculated with ωB97M-V/def2-TZVPD.

Geometry as XYZ:
```
64
Properties=species:S:1:pos:R:3
H 2.7437 -3.9390 0.6782
C -0.9701 5.4825 0.4065
H 0.2537 1.9913 -2.5263
C -0.7609 -0.3854 3.8825
C -0.4562 1.2940 2.0385
H 3.5119 -1.7580 0.2184
H 1.9204 -3.2299 2.0661
H 3.2491 -3.5550 -1.4872
H 0.9971 1.3146 -3.9984
C 0.1760 0.4121 1.1992
H -0.1098 -2.5703 -1.5571
C 1.5639 -1.4587 -0.7133
C 0.5996 1.0694 -3.0049
C 0.6419 3.8740 0.6944
H 1.7766 -3.7668 -2.4686
C 2.0060 -3.1811 0.9731
C -0.4142 -0.9482 -4.0886
H -2.2971 4.3320 1.6986
O 1.7621 3.3851 0.6893
C -1.7254 1.8405 4.1074
H -0.1314 -1.1008 3.3487
C 2.6488 -3.1197 -2.2928
H 0.4538 1.7738 -0.4575
C 0.6179 0.7695 -0.0820
H -0.5150 -1.6757 -0.0945
C 0.2599 -2.2940 -0.5609
N 1.3270 -0.0164 -0.9058
C 0.6424 -3.4864 0.3103
C 2.3644 -0.7519 -2.8454
H -2.6068 -0.1369 6.7456
H -1.8496 2.8580 3.7273
O 0.4208 5.1544 0.2395
H -1.2927 -2.7141 -4.9412
N 2.2540 -1.7794 -1.9450
C -2.4948 -1.9082 -3.3224
H -3.2615 -2.6818 -3.3954
H 3.2415 -3.0727 -3.2110
C -0.5110 0.0575 -3.1211
C -1.6377 0.1105 -2.2929
H -2.9055 2.1891 5.8702
C -1.6605 4.1985 0.8154
H -1.2088 -1.7668 5.4676
C 2.4561 -1.7954 0.5172
H -1.3576 5.8873 -0.5330
H 2.5597 1.2302 -2.0523
C -1.3560 -0.7532 5.0870
C -2.6183 -0.8809 -2.3820
H -3.4807 -0.8423 -1.7131
H 0.7103 -4.3943 -0.3036
O 2.8427 -0.8221 -3.9777
C -1.3948 -1.9327 -4.1858
N -0.5527 3.3143 1.0584
H -0.1256 -3.6740 1.0718
H -1.0641 6.2308 1.2024
H -0.6513 2.4522 1.6827
C 1.7602 0.4833 -2.2016
C -2.3091 1.4647 5.3116
H 2.2980 -1.0389 1.2924
H -1.7420 0.9316 -1.5769
C -2.1381 0.1612 5.8071
H -2.2859 3.8239 -0.0096
H 0.3429 -0.6292 1.4896
H 0.4444 -0.9475 -4.7669
C -0.9615 0.9214 3.3177
```

## Properties
* HOMO energy: -7.03 eV

---

Arrangement two

Below is a single C27H31N3O3 molecule, with properties calculated with ωB97M-V/def2-TZVPD.

Geometry as XYZ:
```
64
Properties=species:S:1:pos:R:3
C -4.0537 2.0889 0.5810
C -2.6836 3.9309 1.3182
H -4.3188 4.7303 -1.5223
O -5.0746 -2.2449 -0.4775
C 4.7843 1.6605 0.6868
C 0.9925 -0.1306 -1.4199
C 5.5417 0.5036 0.3957
N 6.8705 0.4913 0.8311
C -4.4671 2.8595 -0.4998
C -2.5518 -1.1213 -2.0852
C -3.9675 -4.5887 1.4154
H -0.8031 0.9972 -1.3631
H 5.2567 2.4722 1.2242
H -4.8182 -3.3707 2.9972
H -3.1900 0.8899 -1.6203
C 1.6576 -1.3309 -1.7602
H -4.5136 -0.2567 -1.9006
H -2.2801 -0.6568 1.7321
H 9.0127 0.0949 2.3805
H 7.1598 1.3319 1.3123
C 4.9609 -0.5392 -0.2866
C 3.4798 1.7632 0.3017
H -5.1757 2.4500 -1.2055
C 3.6183 -0.4551 -0.6937
H -2.4555 -0.9068 -3.1523
C -4.3461 -1.7012 0.3124
O -4.1257 -2.1612 1.5483
C -0.4431 0.0645 -1.8221
H -0.3138 -1.3289 0.3573
C 7.8099 -0.4917 0.6971
C -3.9882 4.1456 -0.6762
C -3.5318 -0.1306 -1.4425
H -2.9499 -2.1350 -1.9804
H -2.8535 2.0702 2.3536
C 2.9631 -1.4920 -1.3961
C -2.2305 -0.3801 0.6789
H -5.5483 0.5907 0.3234
C -4.5470 0.6818 0.7518
N -1.2306 -1.1118 -1.4905
C 9.1368 -0.1000 1.3171
H -4.6016 0.4376 1.8151
C -3.6344 -0.3742 0.0666
C -4.7626 -3.3877 1.9067
H 9.8449 -0.9123 1.1838
H 9.5264 0.7959 0.8378
H 5.5291 -1.4260 -0.5138
H -2.9500 -4.5485 1.7975
C 2.8593 0.7092 -0.4003
H -1.7052 -2.3833 0.0583
H -1.8058 0.6222 0.6067
H -4.4402 -5.5046 1.7581
H 3.5096 -2.3939 -1.6342
H 1.1099 -2.0933 -2.2907
N 1.5685 0.8419 -0.7647
H -1.9908 4.3469 2.0351
H 2.8959 2.6432 0.5201
C -1.3207 -1.3655 -0.0654
H -3.9383 -4.5938 0.3285
H -0.4821 0.1872 -2.9100
O 7.6205 -1.5532 0.1517
H -2.7119 5.6851 0.0901
H -5.7711 -3.4014 1.4804
C -3.1651 2.6457 1.4937
C -3.0889 4.6826 0.2289
```

## Properties
* SMILES: CCOC(=O)C1(Cc2ccccc2)CCN(Cc2ccc3cc(NC(C)=O)ccc3n2)CC1
* HOMO energy: -8.18 eV

---

Stability check: which of them is most stable? arrangement two.

---

Arrangement one

Below is a single C3H6OSe molecule, with properties calculated with ωB97M-V/def2-TZVPD.

Geometry as XYZ:
```
11
Properties=species:S:1:pos:R:3
Se 1.0561 -2.0059 0.4631
H 1.2255 1.3814 -2.3538
H -1.3663 -1.5927 0.0386
H 1.7620 1.1631 -0.5562
C -0.7365 -1.1994 0.7815
C 1.0319 1.0273 -1.3682
H -1.0741 -1.4061 1.7659
O -0.1055 0.5062 -0.8491
H 0.1704 0.9188 1.1660
C -0.4845 0.3520 0.4959
H -1.4790 0.8554 0.4161
```

## Properties
* HOMO energy (spin up / spin down): -8.81 / -7.21 eV

---

Arrangement two

Below is a single C3H6OSe molecule, with properties calculated with ωB97M-V/def2-TZVPD.

Geometry as XYZ:
```
11
Properties=species:S:1:pos:R:3
O -0.4144 -0.0251 -1.2050
C -0.9591 0.8588 -0.2606
H 0.3062 -1.6647 1.7274
C 0.6511 -0.8607 -0.9380
H -0.6851 2.1421 1.4917
H 1.6939 -0.2521 -0.6887
C -0.2535 1.5642 0.6637
H 0.7152 -1.4613 -1.9076
Se 0.2435 -2.2829 0.4148
H 0.7245 1.2431 0.9158
H -2.0223 0.7387 -0.2136
```

## Properties
* SMILES: C=COC[SeH]
* HOMO energy: -9.08 eV

---

Stability check: which of them is most stable? arrangement two.

---

Arrangement one

Below is a molecular structure, C2H3IN2O, with properties calculated with ωB97M-V/def2-TZVPD.

Geometry as XYZ:
```
9
Properties=species:S:1:pos:R:3
H 0.0226 1.2034 0.6197
N 0.7622 -1.2724 0.2589
H -1.7311 1.0870 -0.0329
O -1.1674 -1.6271 -0.0401
N 0.0518 -2.3389 0.2314
C -0.5772 0.7961 -0.1706
C -0.3461 -0.5494 0.0230
H -0.2861 1.3809 -1.0859
I 3.2712 1.3205 0.1963
```

## Properties
* HOMO energy (spin up / spin down): -10.38 / -9.24 eV

---

Arrangement two

Below is 2 unconnected molecules or ions with the total composition C2H3IN2O, with properties calculated with ωB97M-V/def2-TZVPD.

Geometry as XYZ:
```
9
Properties=species:S:1:pos:R:3
N 0.1888 -0.2976 -0.0876
H 2.1094 0.7287 -0.0337
I -0.3411 -4.1558 0.8086
C 1.0500 0.6759 -0.0574
O 0.3459 1.8956 -0.2428
N -0.9762 0.2179 -0.2171
H -1.7382 2.1629 -0.0425
C -0.9457 1.5029 -0.2974
H -0.1255 -2.4683 0.7149
```

## Properties
* SMILES: c1nnco1.I
* HOMO energy: -9.52 eV

---

Stability check: which of them is most stable? arrangement two.

---

Arrangement one

Below is 11 unconnected molecules or ions with the total composition C6H35NO10, with properties calculated with ωB97M-V/def2-TZVPD.

Geometry as XYZ:
```
52
Properties=species:S:1:pos:R:3
H 1.4144 -2.7504 -1.1077
O -2.8577 2.3032 -1.3962
O -1.1252 0.1289 3.8548
C 0.7209 -0.1179 0.0438
H 4.0297 0.2982 2.4992
H -1.3720 -2.1329 1.0786
H -0.8367 -2.2995 -0.4697
H 0.5797 -0.7643 2.1068
H -2.1854 2.6627 -0.7780
O 2.3121 1.6828 -3.2805
H 3.1888 -0.9705 -1.9697
H -3.0763 -0.3692 0.0902
H -0.3506 3.8549 -0.2333
O 3.7484 -0.4849 -2.5825
H 3.9352 -1.0684 -3.3247
H 0.9567 -0.5447 -0.9208
O -0.5369 2.9252 -0.0580
O -2.8420 -0.3918 1.8049
H -0.5510 0.6802 -2.3947
H 2.8790 -1.8999 2.0858
H -0.2525 2.4415 -0.8830
H -2.3564 2.3323 -2.2238
O -1.8041 2.1305 2.1909
H 1.1504 -4.2663 -0.2826
H -1.2891 2.4047 1.3974
H -0.3299 0.1344 0.0736
H -3.6544 -0.7386 2.1908
N -0.7520 -2.6592 0.4744
O -3.1805 -0.3391 -0.8835
H -1.8827 -0.8136 -1.7554
C 1.0976 -1.0858 1.1926
H 2.5053 0.2603 3.2962
H 0.6925 -3.0684 1.8679
C 0.6476 -2.5456 0.9004
C 2.9541 0.2507 2.3017
H -1.3468 -1.3334 -3.0883
H 2.5577 -3.2844 0.1484
H 2.6305 1.1444 1.7450
H 0.6484 1.6798 -2.7482
C 1.5137 -3.2601 -0.1431
O -0.2872 1.6462 -2.4115
H 2.8688 0.9033 -3.0509
H 3.2315 -1.0687 0.6066
H -0.1778 -0.0370 3.9097
O -1.0212 -0.9739 -2.2538
H -2.1688 -0.4063 2.5228
H 2.8575 2.4320 -3.0219
H 1.2457 0.8327 0.1661
H -1.1363 1.0309 3.4151
H -3.1865 0.6357 -1.0477
C 2.5961 -1.0020 1.5075
H -2.4251 1.4583 1.8760
```

## Properties
* SMILES: CC[C@@H](C)[C@H](C)N.O.O.O.O.O.O.O.O.O.O
* HOMO energy: -8.75 eV

---

Arrangement two

Below is 11 unconnected molecules or ions with the total composition C6H35NO10, with properties calculated with ωB97M-V/def2-TZVPD.

Geometry as XYZ:
```
52
Properties=species:S:1:pos:R:3
H 1.7518 -1.0259 3.9143
O -3.0711 -2.3595 -0.8484
C 0.6179 -2.0840 -0.4084
H -2.8459 -0.3557 2.0720
C 0.6872 1.6250 -1.3231
H 0.9791 2.7206 0.4941
C 0.1568 0.2646 -0.9435
H -0.9721 2.9794 -0.7635
H 0.0171 -0.8836 -4.5862
H 1.5035 0.8044 3.8140
H 3.3653 -0.0754 -0.9929
H -0.3358 0.0264 -3.4233
O 4.2733 0.2779 -1.0323
H 1.2585 1.3402 -2.2582
H -3.3782 -1.3019 0.8691
H -1.8382 -0.9921 3.9707
H -3.8510 -2.7932 -0.4759
O 0.9060 0.3811 3.1913
H -2.7759 0.7516 -3.0021
O -3.5758 1.0663 -2.5570
H 1.2645 -1.2774 1.4652
H 1.0770 -1.2077 -2.0412
H -1.0791 2.6197 -2.5598
C -0.4263 2.6511 -1.6801
C 1.5903 2.2397 -0.2996
O -3.4226 2.0768 -0.1537
H -0.8674 -0.0149 3.3007
H -0.7174 0.1641 -1.5956
O -1.8130 -0.2199 3.3935
O 2.4623 -1.6679 3.7815
N 1.1179 -0.8668 -1.0860
H -0.1247 -2.3483 1.5835
H 0.1444 3.5594 -2.0292
H 2.8818 -1.5750 2.9104
H 0.7640 -2.9803 -1.0180
H -4.1716 2.5488 0.2214
O -3.6010 -0.6070 1.5029
H 2.1763 1.4364 0.1446
H -0.2229 0.2002 0.1117
O -0.5761 -0.8241 -3.8121
H -3.1922 1.2091 -1.6606
H 1.4051 -3.0686 1.4586
H -2.8150 1.6920 0.4780
H -3.5040 -1.6334 -1.3243
H 1.0720 0.6301 2.2735
C 0.8799 -2.2001 1.0925
H 2.8691 -0.8643 0.6229
H 2.3326 2.9045 -0.7900
O 3.4974 -0.8916 1.3546
H 4.2819 0.7099 -1.8951
H -0.4903 -2.0256 -0.3568
H 4.3348 -0.7349 0.8962
```

## Properties
* SMILES: CCNCC(C)C.O.O.O.O.O.O.O.O.O.O
* HOMO energy: -9.89 eV

---

Stability check: which of them is most stable? arrangement one.

---

Arrangement one

Below is a single CH2ClNS molecule, with properties calculated with ωB97M-V/def2-TZVPD.

Geometry as XYZ:
```
6
Properties=species:S:1:pos:R:3
H -0.5080 -1.3618 -0.6351
Cl 2.0749 -0.2345 0.1821
C -0.7345 -0.4642 -0.1046
N 0.6234 0.5939 -0.0621
H 0.7210 1.4663 0.4017
S -2.1767 0.0003 0.2180
```

## Properties
* SMILES: S=CNCl
* HOMO energy: -9.04 eV

---

Arrangement two

Below is 2 unconnected molecules or ions with the total composition CH2ClNS, with properties calculated with ωB97M-V/def2-TZVPD.

Geometry as XYZ:
```
6
Properties=species:S:1:pos:R:3
N -0.0137 -0.4661 0.0242
H 0.0241 -0.8979 -0.8893
C -2.5443 0.1055 0.0392
S -2.8703 1.5495 0.6421
Cl -3.2354 -1.1774 -0.6342
H -0.4868 -1.0967 0.7311
```

## Properties
* HOMO energy (spin up / spin down): -9.96 / -8.18 eV

---

Stability check: which of them is most stable? arrangement one.

---

Arrangement one

Below is a molecular structure, C2H3NO3P, with properties calculated with ωB97M-V/def2-TZVPD.

Geometry as XYZ:
```
10
Properties=species:S:1:pos:R:3
O 2.6348 -1.6190 -0.1786
C 2.9561 -0.4361 0.0307
O 4.0651 0.0846 0.1148
C 1.7054 0.4478 0.2249
O -1.0699 -0.3121 0.1037
N 1.2217 1.5425 -0.0249
P 0.1300 -1.4156 0.1567
H 0.1160 -1.7545 -1.1178
H -1.7554 -0.6494 0.6635
H 0.2379 1.7275 0.2793
```

## Properties
* charge: -1
* HOMO energy: -3.15 eV

---

Arrangement two

Below is a molecular structure, C2H3NO3P, with properties calculated with ωB97M-V/def2-TZVPD.

Geometry as XYZ:
```
10
Properties=species:S:1:pos:R:3
H -1.4700 0.8856 0.7835
C -0.3983 1.0106 0.4523
N 0.3931 -0.7490 1.1613
H 0.2284 1.7141 0.9527
O 0.7616 -2.9006 -0.2554
P -0.2556 -1.8459 0.0319
C -0.2968 0.8089 -1.0258
O -0.4767 1.7911 -1.7415
H 1.3331 -0.4255 1.0517
O 0.1812 -0.2893 -1.4106
```

## Properties
* charge: -1
* HOMO energy: -4.49 eV

---

Stability check: which of them is most stable? arrangement two.